No. 1
The following is a quantum chemistry calculation of 2 unconnected molecules or ions with the total composition C5H6Si, from OMol25.

Cartesian coordinates (Å):
1 C -2.222 -0.464 0.129
2 C -2.213 0.741 -0.323
3 C 2.436 0.689 0.018
4 C 2.458 -0.645 -0.250
5 C -0.950 -0.031 -0.679
6 Si 0.731 -0.119 0.131
7 H -2.607 -1.421 0.371
8 H -2.498 1.723 -0.570
9 H 3.101 1.509 0.021
10 H 3.117 -1.410 -0.501
11 H -1.119 -0.241 -1.739
12 H 0.010 0.308 2.273

Properties
M in g/mol: 94.19
Frontier orbital gap in eV: 9.07

These are the Mulliken partial charges, in e, on atoms 1 to 6:
1. C -0.435
2. C -0.277
3. C -0.431
4. C -0.423
5. C -0.289
6. Si 0.055



No. 2
The following is a quantum chemistry calculation of 2 unconnected molecules or ions with the total composition C5H7B, from OMol25.

Cartesian coordinates (Å):
1 B -1.363 -0.710 0.004
2 C 1.406 0.841 0.235
3 C 1.920 -0.514 0.056
4 C 0.252 1.257 -0.273
5 C -2.735 -0.289 0.116
6 C 1.161 -1.570 -0.096
7 H 2.042 1.515 0.796
8 H 3.010 -0.582 0.098
9 H -0.138 2.244 -0.106
10 H -0.345 0.591 -0.892
11 H -3.576 -0.934 0.306
12 H -3.001 0.752 0.033
13 H 1.365 -2.602 -0.277

Properties
M in g/mol: 77.92
Frontier orbital gap (alpha / beta) in eV: 8.16 / 8.16

These are the Mulliken partial charges, in e, on atoms 1 to 6:
1. B 0.116
2. C 0.034
3. C -0.166
4. C -0.793
5. C -0.567
6. C -0.562



No. 3
The following is a quantum chemistry calculation of 2 unconnected molecules or ions with the total composition C5H7Br, from OMol25.

Cartesian coordinates (Å):
1 C -0.135 -1.636 0.097
2 C 0.510 -0.823 -0.688
3 C 1.350 0.317 -0.338
4 Br 0.380 -1.046 -2.645
5 H 0.121 -1.619 1.225
6 H -0.647 -2.478 -0.317
7 H 0.912 0.895 0.543
8 H 1.595 1.137 -1.035
9 H 2.313 0.076 -0.135
10 C -1.607 1.806 1.208
11 C -1.738 0.895 0.409
12 H -1.250 2.462 1.845
13 H -1.804 0.011 -0.168

Properties
M in g/mol: 147.02
Frontier orbital gap in eV: 10.45

These are the Mulliken partial charges, in e, on atoms 1 to 6:
1. C -0.721
2. C 0.398
3. C -1.083
4. Br -0.184
5. H 0.234
6. H 0.332



No. 4
The following is a quantum chemistry calculation of a single C5H7Cl molecule, from OMol25.

Cartesian coordinates (Å):
1 C 1.743 -1.249 -0.265
2 C 0.524 -0.980 0.212
3 C -0.175 0.314 0.033
4 C 0.360 1.493 -0.442
5 C -1.610 0.351 0.514
6 Cl -2.884 -0.661 -0.416
7 H 2.216 -2.276 -0.443
8 H 2.415 -0.424 -0.645
9 H -0.065 -1.789 0.624
10 H -0.238 2.367 -0.425
11 H 1.360 1.481 -0.874
12 H -2.015 1.401 0.620
13 H -1.631 -0.026 1.507

Properties
M in g/mol: 102.56
Frontier orbital gap in eV: 9.34

These are the Mulliken partial charges, in e, on atoms 1 to 6:
1. C -0.702
2. C -0.143
3. C 0.858
4. C -0.917
5. C -0.697
6. Cl -0.212



No. 5
The following is a quantum chemistry calculation of a single C5H7Cl molecule, from OMol25.

Cartesian coordinates (Å):
1 C -0.659 -0.939 -0.232
2 C -1.499 0.492 -0.060
3 C 0.692 -0.135 -0.330
4 C -0.188 1.127 -0.047
5 C 1.798 -0.359 0.492
6 Cl 3.341 0.071 -0.037
7 H -0.825 -1.555 0.702
8 H -1.020 -1.494 -1.062
9 H -2.167 0.909 -0.940
10 H -2.277 0.512 0.735
11 H 1.025 -0.154 -1.375
12 H 0.046 1.902 0.640
13 H 1.735 -0.377 1.514

Properties
M in g/mol: 102.56
Frontier orbital gap (alpha / beta) in eV: 8.02 / 8.10

These are the Mulliken partial charges, in e, on atoms 1 to 6:
1. C -0.659
2. C -0.290
3. C 0.395
4. C -0.713
5. C -0.642
6. Cl -0.168



No. 6
The following is a quantum chemistry calculation of a single C5H7Cl2NO2 molecule, from OMol25.

Cartesian coordinates (Å):
1 C 0.092 2.309 -1.267
2 C -0.062 0.879 -1.433
3 O -0.662 0.448 -2.400
4 C 0.125 -0.034 -0.225
5 Cl 2.124 -0.238 -0.669
6 O 0.034 0.592 0.971
7 C -0.125 -0.506 1.918
8 C -0.326 -1.809 1.091
9 N -0.518 -1.249 -0.262
10 Cl -0.275 -2.494 -1.439
11 H 1.100 2.538 -1.153
12 H -0.372 2.488 -0.318
13 H -0.094 2.790 -2.255
14 H -1.063 -0.341 2.593
15 H 0.679 -0.619 2.598
16 H 0.628 -2.417 1.017
17 H -1.287 -2.337 1.232

Properties
M in g/mol: 184.02
Frontier orbital gap in eV: 9.80

These are the Mulliken partial charges, in e, on atoms 1 to 6:
1. C -1.180
2. C 0.505
3. O -0.553
4. C 0.566
5. Cl -0.312
6. O -0.346



No. 7
The following is a quantum chemistry calculation of a molecular structure, C5H7ClN2O2S2, from OMol25.

Cartesian coordinates (Å):
1 C 2.916 -0.526 0.301
2 C -3.522 -0.250 -0.281
3 C -2.348 -0.692 -0.688
4 C 1.591 1.707 0.840
5 C -1.119 -0.924 0.176
6 N 3.700 0.381 0.061
7 N 1.211 0.369 0.781
8 O 0.890 -1.110 -1.428
9 O -0.118 1.172 -1.217
10 S 3.279 1.910 -0.163
11 S 0.300 -0.074 -0.582
12 Cl 2.910 -2.100 0.677
13 H -4.420 -0.128 -1.060
14 H -3.919 -0.289 0.743
15 H -1.985 -0.941 -1.669
16 H 1.010 2.399 0.229
17 H 1.723 1.815 1.974
18 H -0.800 -2.060 0.106
19 H -1.300 -0.658 1.199

Properties
M in g/mol: 226.71
Frontier orbital gap in eV: 9.22

These are the Mulliken partial charges, in e, on atoms 1 to 6:
1. C 0.595
2. C -0.763
3. C -0.097
4. C -0.607
5. C -0.560
6. N -0.280



No. 8
The following is a quantum chemistry calculation of a single C5H7ClN4S molecule, from OMol25.

Cartesian coordinates (Å):
1 C 0.054 -2.124 1.763
2 S -0.077 -1.930 -0.023
3 C 0.044 -0.172 -0.314
4 C -0.987 0.677 0.163
5 N -2.029 0.213 0.739
6 N -1.082 1.951 -0.245
7 C -0.133 2.346 -1.063
8 Cl -0.386 3.898 -1.913
9 N 1.011 1.705 -1.327
10 C 1.103 0.464 -0.897
11 N 2.334 -0.010 -1.271
12 H 0.095 -3.248 1.981
13 H 0.858 -1.510 2.244
14 H -0.763 -1.671 2.401
15 H -2.160 -0.806 0.840
16 H -2.813 0.716 0.358
17 H 2.210 -1.034 -1.403
18 H 2.722 0.534 -2.032

Properties
M in g/mol: 190.66
Frontier orbital gap in eV: 9.46

These are the Mulliken partial charges, in e, on atoms 1 to 6:
1. C -0.801
2. S -0.076
3. C -0.077
4. C 0.462
5. N -0.417
6. N -0.647



No. 9
The following is a quantum chemistry calculation of a gas-phase ion, C5H7ClN5S (charge +1), from OMol25.

Cartesian coordinates (Å):
1 C 0.771 0.599 -1.671
2 C -1.424 1.572 1.037
3 C -1.144 1.148 -2.782
4 C -0.014 0.279 -0.447
5 C -1.293 -0.338 -1.079
6 N 0.153 1.082 -2.720
7 N -2.284 0.693 0.810
8 N -1.789 0.180 -2.155
9 N -0.239 1.497 0.348
10 N 0.552 -0.849 0.397
11 S -1.956 -1.908 -0.468
12 Cl -1.842 2.377 -3.683
13 H 1.737 0.186 -1.989
14 H -1.423 2.346 1.750
15 H 0.266 2.432 0.265
16 H -0.325 -1.148 0.895
17 H 1.204 -0.556 0.997
18 H 0.812 -1.565 -0.298
19 H -2.760 -2.149 -1.536

Properties
M in g/mol: 204.67
Total charge: +1
Frontier orbital gap (alpha / beta) in eV: 5.92 / 5.92

These are the Mulliken partial charges, in e, on atoms 1 to 6:
1. C -0.677
2. C -0.119
3. C 0.355
4. C 0.491
5. C 0.265
6. N -0.322



No. 10
The following is a quantum chemistry calculation of a molecular structure, C5H7ClOS, from OMol25.

Cartesian coordinates (Å):
1 C 1.256 -1.247 -0.007
2 C 0.716 -0.684 1.362
3 C -0.098 0.464 1.451
4 C -0.811 0.927 0.351
5 C -0.978 0.475 -1.113
6 H 0.898 -2.508 -0.126
7 H 0.483 -0.518 -0.846
8 H 2.583 -0.921 0.154
9 H -0.292 0.875 2.427
10 H -0.872 -0.498 -1.229
11 H -1.893 0.631 -1.646
12 H 0.014 0.931 -2.763
13 O -0.004 1.225 -1.741
14 S 0.949 -1.323 2.856
15 Cl -1.951 2.170 0.872

Properties
M in g/mol: 150.63
Frontier orbital gap in eV: 7.58

These are the Mulliken partial charges, in e, on atoms 1 to 6:
1. C -0.585
2. C 0.212
3. C -0.716
4. C 0.566
5. C -0.916
6. H 0.253



No. 11
The following is a quantum chemistry calculation of a single C5H7ClOS molecule, from OMol25.

Cartesian coordinates (Å):
1 O -0.960 -2.455 0.544
2 C -1.049 -1.282 -0.087
3 S -2.496 -0.690 -0.537
4 C 0.261 -0.518 -0.226
5 Cl 1.601 -1.685 -0.588
6 C 0.245 0.723 -1.122
7 C 0.049 1.589 0.140
8 C 0.512 0.391 0.994
9 H -0.035 -2.713 0.645
10 H -0.515 0.753 -1.888
11 H 1.214 0.887 -1.572
12 H -1.001 1.869 0.332
13 H 0.647 2.516 0.214
14 H 1.592 0.470 1.229
15 H -0.064 0.146 1.922

Properties
M in g/mol: 150.63
Frontier orbital gap in eV: 9.12

These are the Mulliken partial charges, in e, on atoms 1 to 6:
1. O -0.419
2. C 0.208
3. S -0.263
4. C 0.765
5. Cl -0.259
6. C -0.961



No. 12
The following is a quantum chemistry calculation of a single C5H7ClS molecule, from OMol25.

Cartesian coordinates (Å):
1 C 0.899 1.379 0.138
2 C 1.015 0.170 0.907
3 C -0.707 -0.752 -1.620
4 C -1.565 -0.183 -0.613
5 C 0.125 -0.418 1.674
6 S -0.514 1.002 -1.318
7 Cl 0.738 -2.010 2.249
8 H 1.864 1.793 -0.358
9 H 0.430 2.109 0.743
10 H 1.986 -0.300 0.728
11 H 0.155 -1.250 -1.123
12 H -0.933 -1.206 -2.606
13 H -2.597 0.046 -0.654
14 H -0.897 -0.381 1.852

Properties
M in g/mol: 134.63
Frontier orbital gap in eV: 8.33

These are the Mulliken partial charges, in e, on atoms 1 to 6:
1. C -0.588
2. C -0.562
3. C -0.231
4. C -0.558
5. C 0.035
6. S 0.048



No. 13
The following is a quantum chemistry calculation of a single C5H7ClSe molecule, from OMol25.

Cartesian coordinates (Å):
1 C -2.403 -0.242 1.450
2 C -1.939 0.090 0.389
3 C -1.377 0.539 -0.941
4 C 0.131 0.319 -1.187
5 Se 1.174 1.008 0.321
6 C 2.184 -0.525 0.886
7 Cl 3.456 -1.032 -0.342
8 H -2.529 -0.255 2.486
9 H -2.157 0.017 -1.667
10 H -1.555 1.612 -0.853
11 H 0.542 -0.737 -1.148
12 H 0.317 0.820 -2.113
13 H 1.543 -1.434 1.002
14 H 2.613 -0.180 1.715

Properties
M in g/mol: 181.52
Frontier orbital gap in eV: 9.40

These are the Mulliken partial charges, in e, on atoms 1 to 6:
1. C -0.148
2. C -0.316
3. C -0.494
4. C -0.677
5. Se 0.081
6. C -0.578



No. 14
The following is a quantum chemistry calculation of a molecular structure, C5H7CoO4, from OMol25.

Cartesian coordinates (Å):
1 O 1.673 0.029 -0.590
2 C 1.077 -1.148 -0.150
3 C -0.401 -1.166 -0.500
4 O -0.942 0.106 -0.087
5 C -2.303 0.237 -0.152
6 C -2.953 1.208 0.482
7 Co 0.516 1.566 -0.559
8 H 1.185 -1.255 0.948
9 H 1.535 -2.046 -0.607
10 H -0.930 -1.974 0.024
11 H -0.554 -1.270 -1.585
12 H -2.802 -0.509 -0.775
13 H -2.434 1.934 1.109
14 H -4.033 1.281 0.370
15 O 3.257 2.024 0.612
16 C 3.699 0.931 0.581
17 O 4.409 0.051 0.880

Properties
M in g/mol: 190.04
Spin multiplicity: 5
Expectation value of S²: 6.00
Frontier orbital gap (alpha / beta) in eV: 7.40 / 9.16

These are the Mulliken partial charges, in e, on atoms 1 to 6:
1. O -0.716
2. C -0.273
3. C -0.450
4. O -0.246
5. C 0.119
6. C -0.796



No. 15
The following is a quantum chemistry calculation of a molecular structure, C5H7CuO3, from OMol25.

Cartesian coordinates (Å):
1 O -0.478 -0.156 0.686
2 C 0.661 -0.025 -0.073
3 O 0.485 0.153 -1.334
4 Cu 3.774 0.252 -0.857
5 O 1.705 0.218 0.509
6 C -1.589 -0.775 0.141
7 H -1.269 -1.657 -0.434
8 H -3.211 -1.894 1.090
9 C -2.736 -0.913 1.047
10 H -2.884 -0.123 1.786
11 C -3.690 -0.022 -0.839
12 C -2.359 0.277 -1.064
13 H -4.357 0.799 -0.564
14 H -2.101 1.339 -1.009
15 H -4.092 -0.985 -1.165
16 H -0.700 0.317 -1.615

Properties
M in g/mol: 178.65
Spin multiplicity: 2
Expectation value of S²: 0.81
Total charge: +1
Frontier orbital gap (alpha / beta) in eV: 5.16 / 6.89

These are the Mulliken partial charges, in e, on atoms 1 to 6:
1. O -0.305
2. C 0.812
3. O -0.539
4. Cu 0.874
5. O -0.616
6. C 0.423



No. 16
The following is a quantum chemistry calculation of a single C5H7F molecule, from OMol25.

Cartesian coordinates (Å):
1 C 2.307 0.464 -0.087
2 C 1.059 0.158 -0.451
3 C -1.239 -0.909 0.001
4 C -2.013 0.401 0.190
5 C 0.101 -0.350 0.374
6 F 0.298 -0.266 1.682
7 H 3.003 0.835 -0.918
8 H 2.694 0.688 0.850
9 H 0.899 0.053 -1.450
10 H -1.492 -1.827 0.525
11 H -1.165 -1.160 -1.157
12 H -2.467 0.926 -0.681
13 H -1.985 0.986 1.121

Properties
M in g/mol: 86.11
Frontier orbital gap (alpha / beta) in eV: 7.69 / 8.33

These are the Mulliken partial charges, in e, on atoms 1 to 6:
1. C -0.911
2. C -0.212
3. C -0.228
4. C -0.788
5. C 0.392
6. F -0.269



No. 17
The following is a quantum chemistry calculation of a single C5H7F molecule, from OMol25.

Cartesian coordinates (Å):
1 C -2.292 -0.688 0.066
2 C -1.494 0.392 0.001
3 C -0.050 0.250 0.023
4 C 0.709 1.529 -0.005
5 C 0.726 -0.824 -0.072
6 F 2.070 -0.788 0.047
7 H -3.362 -0.513 -0.186
8 H -1.884 -1.666 0.205
9 H -1.842 1.448 -0.126
10 H 0.438 2.141 0.938
11 H 0.339 2.042 -0.911
12 H 1.808 1.408 -0.054
13 H 0.280 -1.733 -0.357

Properties
M in g/mol: 86.11
Frontier orbital gap in eV: 9.53

These are the Mulliken partial charges, in e, on atoms 1 to 6:
1. C -0.795
2. C -0.197
3. C 0.761
4. C -1.256
5. C -0.265
6. F -0.249